Record 1
{
  "formula": "C5H7ClO",
  "method": "ωB97M-V/def2-TZVPD",
  "orbital_gap_ev": 10.0,
  "de_lowest_kcal_mol": 40.2,
  "total_charge": 0,
  "species": ["C", "C", "C", "C", "C", "O", "Cl", "H", "H", "H", "H", "H", "H", "H"],
  "positions_angstrom": [[-0.30, 1.38, -1.36], [-0.81, -1.25, -0.11], [-1.08, -0.23, 0.97], [0.07, -0.08, 0.05], [1.51, -0.03, 0.40], [-1.33, 1.42, -1.93], [1.03, 2.43, -1.56], [-0.41, -2.22, 0.17], [-1.49, -1.29, -0.94], [-1.94, 0.40, 0.84], [-0.88, -0.49, 2.00], [1.76, 0.92, 0.88], [2.12, -0.13, -0.50], [1.76, -0.84, 1.08]]
}

Record 2
{
  "formula": "C2H5NOS",
  "method": "ωB97M-V/def2-TZVPD",
  "orbital_gap_ev": [7.8, 7.4],
  "de_lowest_kcal_mol": 63.5,
  "total_charge": 0,
  "species": ["C", "C", "N", "O", "S", "H", "H", "H", "H", "H"],
  "positions_angstrom": [[1.00, -0.23, -0.11], [1.53, 0.63, -1.16], [-2.11, -0.68, 1.38], [1.31, -1.15, 0.53], [-1.50, 0.56, 0.45], [2.58, 0.85, -0.94], [0.96, 1.54, -1.27], [1.48, 0.07, -2.09], [-2.83, -1.23, 0.91], [-2.41, -0.38, 2.30]]
}

no.,calculated total energy (Ha)
1,-730.069659
2,-607.305632